[1]
C52H51CoN4O5S2Se2 | the ωB97M-V functional and the def2-TZVPD basis

XYZ file:
```
117
Properties=species:S:1:pos:R:3:mulliken_spin:R:1
Co 0.210 0.301 0.222 1.3665
C 1.779 -8.456 -2.056 -0.0012
C 1.370 -7.044 -1.757 0.0248
C 1.889 -5.979 -2.496 -0.0047
C 1.492 -4.677 -2.253 0.0392
C 0.575 -4.447 -1.231 0.0571
C 0.026 -5.484 -0.484 0.0056
C 0.438 -6.775 -0.754 -0.0032
S 0.012 -2.818 -0.878 0.1422
O -0.997 -2.873 0.179 0.1360
C 1.477 -1.936 -0.340 -0.0348
C 2.302 -1.413 -1.374 0.1045
C 3.508 -0.868 -1.061 -0.0077
C 3.945 -0.794 0.285 0.0232
C 5.187 -0.208 0.620 -0.0035
C 5.590 -0.145 1.923 0.0042
C 4.772 -0.660 2.951 -0.0025
C 3.569 -1.236 2.660 0.0082
C 3.124 -1.321 1.316 0.0194
C 1.878 -1.936 0.984 -0.0398
C 1.149 -2.685 2.055 -0.0039
C 1.525 -4.036 2.303 0.0047
C 2.536 -4.694 1.553 0.0067
C 2.862 -5.991 1.820 0.0020
C 2.194 -6.701 2.843 -0.0005
C 1.224 -6.091 3.585 0.0001
C 0.870 -4.741 3.342 -0.0038
C -0.106 -4.083 4.133 -0.0012
C -0.436 -2.783 3.901 -0.0006
C 0.198 -2.097 2.843 0.0146
S -0.154 -0.396 2.515 0.0277
O 0.646 0.468 3.413 -0.0043
C -1.862 -0.242 2.972 0.0205
C -2.851 -1.012 2.367 0.0037
C -4.168 -0.793 2.723 -0.0042
C -4.514 0.177 3.669 0.0021
C -5.951 0.376 4.058 -0.0002
C -3.502 0.929 4.254 -0.0014
C -2.170 0.729 3.911 0.0064
H 2.750 -8.494 -2.547 0.0003
H 1.051 -8.922 -2.724 0.0029
H 1.820 -9.056 -1.149 0.0006
H 2.607 -6.174 -3.282 0.0000
H 1.894 -3.871 -2.854 0.0059
H -0.692 -5.273 0.297 0.0021
H 0.032 -7.593 -0.171 0.0008
H 1.982 -1.459 -2.403 -0.0084
H 4.146 -0.480 -1.846 -0.0044
H 5.813 0.182 -0.172 -0.0008
H 6.543 0.302 2.174 0.0004
H 5.104 -0.598 3.979 0.0004
H 2.945 -1.623 3.454 0.0010
H 3.058 -4.162 0.766 -0.0013
H 3.639 -6.481 1.248 0.0002
H 2.464 -7.729 3.045 0.0000
H 0.721 -6.627 4.380 0.0000
H -0.582 -4.630 4.937 0.0004
H -1.175 -2.278 4.508 0.0012
H -2.595 -1.766 1.635 0.0030
H -4.947 -1.389 2.264 -0.0001
H -6.296 -0.455 4.676 0.0002
H -6.594 0.415 3.179 0.0001
H -6.088 1.294 4.628 0.0000
H -3.754 1.676 4.997 0.0001
H -1.375 1.297 4.376 -0.0001
C -1.695 3.158 1.254 -0.0242
O -2.229 2.087 0.426 -0.0258
C -1.467 1.075 0.186 -0.3693
O -1.793 0.046 -0.387 -0.0190
H -2.388 3.283 2.081 -0.0016
H -1.660 4.058 0.645 -0.0020
H -0.708 2.886 1.622 0.0168
Se -1.098 -1.237 -3.088 0.9239
C 0.184 -1.695 -4.301 -0.0487
N 1.029 -1.943 -5.048 0.1521
C -0.933 3.175 -5.582 0.0011
C -1.958 2.072 -5.319 -0.0004
C -3.033 2.419 -4.284 -0.0090
C -2.625 2.215 -2.829 0.0699
N -1.544 3.104 -2.403 -0.0316
C -0.252 2.807 -2.241 0.0733
Se 0.603 1.120 -2.385 0.4663
N 0.425 3.916 -1.904 0.0325
C 1.887 4.015 -1.780 0.0306
C 2.578 4.060 -3.139 -0.0019
C 2.276 5.311 -3.962 0.0007
C 2.943 6.569 -3.415 0.0007
C -0.474 4.983 -1.842 0.0036
C -0.304 6.322 -1.508 0.0023
C -1.439 7.109 -1.515 0.0006
C -2.700 6.584 -1.839 0.0007
C -2.867 5.253 -2.164 0.0003
C -1.721 4.465 -2.159 0.0101
H -0.307 2.921 -6.437 -0.0005
H -0.262 3.347 -4.738 0.0048
H -1.431 4.120 -5.808 0.0006
H -1.450 1.147 -5.025 0.0135
H -2.461 1.847 -6.260 -0.0020
H -3.912 1.790 -4.438 -0.0011
H -3.367 3.450 -4.434 -0.0002
H -2.278 1.199 -2.668 -0.0567
H -3.463 2.384 -2.151 0.0051
H 2.226 3.151 -1.203 -0.0184
H 2.096 4.906 -1.190 0.0025
H 2.301 3.162 -3.699 0.0007
H 3.654 3.992 -2.958 -0.0033
H 1.193 5.456 -4.040 0.0005
H 2.623 5.137 -4.982 0.0000
H 2.541 6.871 -2.446 -0.0002
H 2.803 7.410 -4.093 0.0001
H 4.017 6.418 -3.293 -0.0001
H 0.661 6.737 -1.255 -0.0002
H -1.354 8.157 -1.264 0.0002
H -3.560 7.239 -1.833 0.0001
H -3.839 4.850 -2.411 -0.0001
O 2.402 1.886 1.471 0.2684
N 1.653 1.295 0.859 0.6273
```

Max |F|, eV Å⁻¹: 0.46
Frontier orbital gap (alpha / beta), eV: 7.1029 / 5.1708
Spin multiplicity: 5
HOMO level (alpha / beta), eV: -12.843 / -12.848
⟨S²⟩: 6.2061
Charge: +2
ΔE to the lowest compared entry with this formula, charge and spin, kJ/mol: 165.9

---

[2]
C52H51N3O7PSb2V | the ωB97M-V functional and the def2-TZVPD basis

XYZ file:
```
117
Properties=species:S:1:pos:R:3:mulliken_spin:R:1
V -0.400 0.535 -1.397 2.7297
C 5.113 -0.465 -3.024 0.0001
O 3.725 -0.629 -2.812 -0.0034
C 2.891 -0.024 -3.717 -0.0052
C 3.095 -0.118 -5.081 0.0154
C 2.224 0.497 -5.986 -0.0047
C 1.155 1.218 -5.499 0.0226
C 0.900 1.294 -4.128 0.0224
C -0.138 2.215 -3.646 0.1065
N -0.579 2.121 -2.445 -0.0785
N -1.291 3.159 -1.821 0.0418
C -1.273 2.924 -0.518 -0.0184
O -0.722 1.895 0.029 -0.0080
C -1.900 3.944 0.369 0.0056
C -2.740 4.928 -0.145 0.0002
C -3.333 5.854 0.701 0.0002
C -3.086 5.809 2.070 0.0003
C -2.243 4.833 2.582 0.0016
C -1.655 3.902 1.733 0.0097
C 1.741 0.614 -3.194 0.0340
O 1.515 0.619 -1.900 0.0364
H 5.615 -1.008 -2.226 0.0000
H 5.389 0.591 -2.964 0.0000
H 5.442 -0.867 -3.984 0.0000
H 3.937 -0.686 -5.456 0.0030
H 2.395 0.408 -7.051 0.0009
H 0.494 1.745 -6.181 -0.0009
H -0.472 3.031 -4.285 -0.0020
H -2.915 4.954 -1.213 -0.0004
H -3.991 6.613 0.294 0.0001
H -3.552 6.530 2.731 0.0000
H -2.033 4.797 3.645 0.0001
H -0.990 3.139 2.115 -0.0007
C -0.014 -1.360 0.964 0.0558
C 1.300 -2.150 0.984 -0.0248
C 2.530 -1.609 0.259 0.0383
Sb 3.689 0.222 0.383 -0.0018
C 4.632 -0.239 2.289 0.0020
C 5.836 0.398 2.602 -0.0007
C 6.437 0.245 3.846 0.0000
C 5.843 -0.560 4.810 0.0000
C 4.654 -1.215 4.518 0.0000
C 4.059 -1.055 3.269 -0.0006
C 2.770 2.011 1.168 0.0154
C 2.716 2.367 2.514 0.0028
C 2.427 3.674 2.889 0.0008
C 2.181 4.643 1.924 -0.0006
C 2.206 4.295 0.580 -0.0006
C 2.504 2.991 0.209 -0.0063
Sb -0.222 -0.088 2.710 0.0038
C -2.364 -0.152 2.952 -0.0031
C -3.003 0.970 3.479 0.0029
C -4.377 0.979 3.696 0.0000
C -5.135 -0.140 3.382 0.0003
C -4.512 -1.268 2.861 -0.0003
C -3.139 -1.271 2.651 0.0031
C 0.047 -1.708 4.130 0.0001
C -0.290 -3.043 3.902 0.0008
C -0.129 -4.005 4.891 0.0002
C 0.380 -3.648 6.135 0.0000
C 0.730 -2.329 6.381 0.0001
C 0.567 -1.371 5.383 -0.0001
H -0.864 -2.040 0.902 -0.0114
H -0.078 -0.774 0.051 -0.0094
H 1.089 -3.115 0.515 0.0015
H 1.558 -2.377 2.016 -0.0022
H 2.337 -1.628 -0.815 -0.0068
H 3.355 -2.299 0.466 -0.0001
H 6.311 1.039 1.864 0.0000
H 7.367 0.757 4.065 0.0000
H 6.305 -0.675 5.783 0.0000
H 4.177 -1.845 5.260 0.0000
H 3.125 -1.567 3.074 0.0004
H 2.928 1.636 3.285 0.0008
H 2.404 3.936 3.942 -0.0001
H 1.952 5.660 2.218 -0.0001
H 1.993 5.038 -0.181 0.0004
H 2.526 2.729 -0.843 -0.0062
H -2.429 1.857 3.714 -0.0004
H -4.853 1.866 4.097 0.0000
H -6.208 -0.134 3.538 0.0000
H -5.098 -2.148 2.617 0.0001
H -2.675 -2.166 2.251 0.0001
H -0.672 -3.352 2.935 0.0008
H -0.395 -5.036 4.690 0.0000
H 0.505 -4.398 6.907 0.0000
H 1.137 -2.044 7.344 0.0000
H 0.859 -0.345 5.584 0.0000
C -4.115 1.200 -0.412 0.0050
P -2.894 0.276 -1.415 -0.0114
C -3.537 0.721 -3.072 0.0265
C -3.551 -1.425 -1.165 0.0256
H -5.129 0.864 -0.647 -0.0008
H -4.036 2.267 -0.627 -0.0009
H -3.928 1.050 0.650 -0.0029
H -4.582 0.419 -3.182 -0.0004
H -2.925 0.270 -3.850 -0.0061
H -3.466 1.806 -3.164 0.0006
H -4.522 -1.558 -1.651 0.0005
H -3.674 -1.579 -0.095 -0.0139
H -2.854 -2.174 -1.542 -0.0058
O 0.284 -2.414 -1.999 0.0073
C -0.454 -1.952 -2.873 0.0180
O -0.872 -0.751 -2.958 -0.0084
C -0.948 -2.900 -3.947 -0.0043
C -0.108 -3.917 -4.385 0.0044
C -0.532 -4.805 -5.359 -0.0006
C -1.810 -4.668 -5.864 0.0012
C -2.669 -3.674 -5.441 -0.0003
C -2.223 -2.778 -4.482 0.0010
N -2.284 -5.631 -6.896 0.0000
O -1.500 -6.478 -7.284 0.0003
O -3.428 -5.518 -7.296 0.0003
H 0.879 -4.000 -3.947 0.0002
H 0.104 -5.598 -5.726 0.0000
H -3.659 -3.607 -5.867 0.0000
H -2.868 -1.978 -4.143 0.0017
```

Max |F|, eV Å⁻¹: 1.85
Frontier orbital gap (alpha / beta), eV: 5.0401 / 6.5830
Spin multiplicity: 4
HOMO level (alpha / beta), eV: -3.471 / -5.016
⟨S²⟩: 3.7723
Charge: -1
ΔE to the lowest compared entry with this formula, charge and spin, kJ/mol: 140.5

---

Question: What is the formula in the first record?
Answer: C52H51CoN4O5S2Se2

---

Question: Which of these has the lowest max |F|?
Answer: C52H51CoN4O5S2Se2

---

Question: Which of these has the lowest ΔE to the lowest compared entry with this formula, charge and spin?
Answer: C52H51N3O7PSb2V